{"formula": "C29H39BF8N3O25", "method": "ωB97M-V with the def2-TZVPD basis set", "homo_ev": -1.75, "total_charge": -1, "homo_lumo_gap_ha": 0.130, "energy_ha": -3997.63844, "symbols": ["C", "N", "C", "B", "O", "N", "C", "C", "C", "N", "H", "H", "H", "H", "H", "H", "H", "H", "H", "H", "H", "H", "H", "H", "H", "C", "C", "O", "C", "O", "O", "F", "H", "H", "H", "C", "C", "O", "C", "O", "O", "F", "H", "H", "H", "C", "C", "O", "C", "O", "O", "F", "H", "H", "H", "C", "C", "O", "C", "O", "O", "F", "H", "H", "H", "C", "C", "O", "C", "O", "O", "F", "H", "H", "H", "C", "C", "O", "C", "O", "O", "F", "H", "H", "H", "C", "C", "O", "C", "O", "O", "F", "H", "H", "H", "C", "C", "O", "C", "O", "O", "F", "H", "H", "H"], "xyz": [[3.009315, -2.770501, -1.165664], [3.667510, -1.819953, -2.046461], [4.028194, -0.609226, -1.315672], [2.892350, -1.514514, -3.282931], [3.521807, -0.563272, -4.200425], [1.601628, -2.051528, -3.648495], [0.500593, -1.136752, -3.342351], [-0.627141, -1.855359, -2.515339], [-1.451102, -0.751577, -1.762090], [-1.442907, -0.937819, -0.286559], [2.337231, -3.452328, -1.689108], [3.807319, -3.401710, -0.697051], [2.501291, -2.279103, -0.309411], [3.152928, -0.137740, -0.827172], [4.463882, 0.134734, -1.990403], [4.798920, -0.834153, -0.550095], [2.899563, 0.143394, -4.404044], [0.917006, -0.298630, -2.742460], [0.066098, -0.767303, -4.304614], [-1.273239, -2.412347, -3.210199], [-0.150424, -2.578471, -1.840033], [-1.004652, 0.234049, -1.968915], [-2.474837, -0.761553, -2.168804], [-1.262609, -1.921567, -0.139703], [-0.658775, -0.395336, 0.043001], [0.882221, 4.480993, -1.178663], [-0.384534, 3.725890, -1.456016], [-0.067399, 3.009499, -2.636370], [1.281563, 2.795724, -2.606404], [1.842557, 2.000523, -3.273508], [1.881402, 3.595824, -1.693538], [-1.432616, 4.566371, -1.711683], [0.929257, 5.433463, -1.712650], [1.030755, 4.659530, -0.121649], [-0.669329, 3.020104, -0.671642], [-4.664203, 2.027812, -2.908784], [-4.252780, 3.445269, -2.633588], [-4.244357, 3.490788, -1.215743], [-3.961214, 2.228346, -0.789235], [-3.621620, 1.959368, 0.313290], [-4.112776, 1.325393, -1.789479], [-5.174028, 4.337326, -3.098197], [-5.745814, 1.896792, -2.912092], [-4.260998, 1.649742, -3.845778], [-3.264682, 3.714299, -3.013783], [-2.248119, -4.974923, 3.102458], [-1.892684, -3.798642, 2.238037], [-1.595904, -4.404029, 0.989754], [-2.345375, -5.538695, 0.932501], [-2.557667, -6.154562, -0.052793], [-2.828916, -5.873175, 2.158752], [-0.781293, -3.167670, 2.694602], [-1.366978, -5.436585, 3.553322], [-2.956727, -4.721421, 3.888887], [-2.698726, -3.072088, 2.110398], [6.121215, -0.406354, 2.755875], [5.272447, -0.387479, 1.521977], [4.651979, 0.888029, 1.581554], [5.516356, 1.700212, 2.254118], [5.447526, 2.882039, 2.267014], [6.464567, 0.979327, 2.902584], [4.307436, -1.338205, 1.563346], [5.565258, -0.738199, 3.634888], [7.003384, -1.017855, 2.647923], [5.832227, -0.475501, 0.588166], [-3.369976, 6.937855, 2.122041], [-3.558062, 5.456167, 2.292883], [-2.519515, 4.921152, 1.491047], [-1.521824, 5.840788, 1.486783], [-0.412446, 5.619041, 1.138673], [-1.956782, 7.042630, 1.938171], [-4.753968, 5.046575, 1.806216], [-3.882663, 7.317538, 1.235906], [-3.694589, 7.507456, 2.990881], [-3.443562, 5.102131, 3.320207], [4.836435, -5.246857, 0.598063], [6.092488, -6.015741, 0.897703], [6.991369, -4.992891, 1.298999], [6.232146, -4.003907, 1.836062], [6.660254, -3.114744, 2.499491], [4.928702, -4.159192, 1.523168], [6.584525, -6.627987, -0.207672], [4.820730, -4.857766, -0.422279], [3.933658, -5.829843, 0.767055], [5.993050, -6.747901, 1.702673], [-6.471624, -2.527319, -1.483728], [-7.856134, -2.001982, -1.224811], [-7.762533, -0.656239, -1.661808], [-6.811581, -0.635469, -2.633102], [-6.645852, 0.258366, -3.394194], [-6.074389, -1.767133, -2.625328], [-8.161940, -2.017416, 0.098873], [-5.790097, -2.323466, -0.655194], [-6.457588, -3.593823, -1.699414], [-8.644110, -2.511849, -1.784108], [0.752254, 1.461170, 3.530011], [1.532590, 2.088191, 2.412216], [1.485043, 3.466623, 2.732084], [1.380341, 3.550008, 4.082199], [1.561909, 4.534777, 4.713730], [1.034404, 2.348219, 4.619436], [0.923871, 1.902012, 1.212861], [-0.322201, 1.456283, 3.333040], [1.076068, 0.445799, 3.750791], [2.570240, 1.760027, 2.347518]], "forces_ev_per_a": [[1.183, -0.555, 0.779], [-0.818, 0.475, -0.337], [0.799, -0.161, -0.223], [-2.067, -0.239, -2.167], [0.631, 0.012, 1.491], [1.327, 0.621, 1.250], [1.180, -1.851, -0.288], [0.020, 1.675, -0.498], [0.021, -1.027, -0.295], [-0.560, 0.275, -0.617], [-0.074, 0.441, -0.187], [-0.578, 0.516, -0.099], [-0.139, -0.137, -0.411], [0.202, -0.143, 0.116], [-0.150, -0.204, -0.046], [-0.853, -0.010, -0.919], [-0.135, -0.388, -0.196], [-0.837, 0.142, -0.155], [-0.235, 0.389, 0.605], [0.192, 0.025, 0.185], [-0.068, 0.293, -0.029], [-0.269, -0.248, -0.079], [0.135, 0.223, 0.441], [0.305, 0.033, 0.285], [0.206, -0.290, 0.400], [0.520, 0.270, 0.503], [-0.167, 0.051, -0.214], [-0.082, 0.053, 0.418], [0.385, -0.281, -0.167], [0.135, 0.077, -0.293], [-0.423, 0.003, -0.132], [0.048, -0.124, -0.057], [-0.214, -0.075, -0.075], [0.218, -0.150, -0.054], [-0.188, 0.146, 0.000], [0.015, -0.068, -0.443], [-0.184, 0.180, 0.098], [0.284, -0.106, -0.327], [0.043, -0.353, 0.275], [-0.073, 0.044, 0.183], [-0.084, 0.473, 0.117], [0.100, 0.006, 0.074], [0.286, 0.484, 0.018], [0.101, -0.178, 0.168], [-0.138, 0.163, 0.007], [-0.248, -0.220, 0.501], [0.594, 0.262, -0.107], [-0.534, 0.019, 0.414], [0.070, -0.274, -0.446], [-0.027, -0.139, -0.101], [0.097, 0.238, 0.024], [-0.096, 0.039, -0.054], [0.095, 0.153, -0.105], [-0.120, -0.120, -0.134], [0.169, 0.128, -0.019], [0.446, 0.009, 0.470], [-0.378, -0.440, 0.325], [0.510, 0.051, 0.003], [0.150, 0.224, 0.167], [-0.138, 0.198, 0.078], [-0.388, 0.032, -0.295], [0.101, 0.199, 0.112], [-0.107, -0.026, -0.114], [0.193, 0.232, 0.030], [0.010, 0.028, 0.323], [-0.096, 0.574, 0.201], [-0.311, -0.346, -0.458], [0.048, 0.243, 0.490], [0.224, -0.046, -0.214], [0.015, 0.118, 0.008], [-0.180, -0.185, 0.032], [0.072, -0.023, 0.096], [-0.049, -0.211, -0.023], [0.235, 0.028, 0.010], [-0.112, -0.084, -0.051], [-0.436, -0.194, -0.167], [0.219, 0.008, -0.423], [-0.238, -0.188, 0.324], [-0.255, 0.320, -0.094], [0.114, -0.225, -0.006], [0.392, -0.234, 0.107], [0.058, -0.023, 0.154], [0.199, -0.179, 0.075], [-0.037, 0.193, 0.151], [0.130, -0.085, -0.094], [0.394, -0.512, -0.006], [-0.001, 0.263, 0.483], [-0.117, -0.390, -0.233], [0.433, 0.112, -0.217], [-0.490, -0.342, -0.141], [-0.331, 0.062, 0.133], [-0.084, 0.018, -0.134], [-0.146, 0.110, 0.053], [0.072, 0.095, -0.212], [-0.074, 0.027, 0.152], [-0.213, -0.458, 0.339], [-0.164, 0.097, -0.546], [0.240, -0.247, 0.301], [-0.089, 0.227, 0.138], [-0.069, 0.109, 0.103], [0.080, 0.039, -0.270], [0.056, 0.028, -0.037], [0.064, 0.084, -0.182], [0.085, 0.122, 0.190], [-0.040, 0.019, -0.208]]}